Entry from the Open Molecules 2025 dataset: a structure of composition C46H53Cl3N5OS3Si2W (wB97M-V/def2-TZVPD).

Results
Net charge: +3
Energy (eV): -145692.325
HOMO-LUMO gap (alpha / beta) (eV): 5.0 / 5.0
ΔE to the lowest compared entry with this formula, charge and spin (kcal/mol): 35.95
Highest occupied orbital energy (alpha / beta) (eV): -14.283 / -14.283

```
114
C46H53Cl3N5OS3Si2W (wB97M-V/def2-TZVPD)
W 1.01334 -0.37440 -0.30712
C 2.59252 -3.73312 1.87404
Si 1.85961 -2.29856 2.83289
C 2.77830 -2.09247 4.44782
C 0.04351 -2.55310 3.20414
C 2.07540 -0.72100 1.75344
C 3.35838 -0.70425 0.98077
C 4.65749 -0.82810 1.45603
C 5.69960 -0.76926 0.54747
C 5.44793 -0.59489 -0.81683
C 4.14422 -0.48930 -1.23354
N 3.13552 -0.56443 -0.34157
Si 1.67442 0.87429 2.43357
C 0.83901 1.05615 4.06297
C -1.77330 0.39996 1.81593
C 2.20150 2.39961 1.53145
H 2.04968 -4.65295 2.09980
H 3.63181 -3.89899 2.16090
H 2.56622 -3.59748 0.78988
H 2.65132 -2.98402 5.06564
H 2.40728 -1.25222 5.03846
H 3.85332 -1.96110 4.31733
H -0.06325 -3.48929 3.75736
H -0.59593 -2.63446 2.32479
H -0.35776 -1.76846 3.84946
H 4.84590 -0.95031 2.51300
H 6.72110 -0.84450 0.89761
H 6.25448 -0.53710 -1.53223
H 3.86261 -0.35666 -2.26892
H 0.30176 0.17373 4.40381
H 0.18486 1.92448 4.11498
H 1.65925 1.23820 4.77119
H -2.77781 0.43835 2.23940
H -2.47201 0.54148 -0.20030
H -1.11602 0.91895 2.50799
H 2.90437 2.97762 2.14423
H 1.34423 3.06236 1.36748
H 2.68896 2.22905 0.56823
S 1.07926 -0.47234 -2.73876
C 0.34651 -1.94556 -3.16970
N 0.38141 -2.42637 -4.38288
C -0.21969 -3.73285 -4.69324
C -1.48661 -3.90161 -3.90069
N -1.20609 -3.65347 -2.47203
C -1.97963 -4.51256 -1.52609
C -1.49965 -5.93455 -1.62187
C -2.35501 -6.92544 -2.08832
C -1.91352 -8.23956 -2.17298
C -0.61799 -8.55809 -1.79914
C 0.24062 -7.56840 -1.33484
C -0.19894 -6.25880 -1.24269
C -0.35615 -2.75289 -2.11172
S 0.01878 -2.44313 -0.41958
C 1.07765 -1.70427 -5.47928
C 0.28617 -0.51747 -5.96886
C 0.90809 0.71745 -6.09261
C 0.20797 1.80266 -6.60049
C -1.11927 1.65857 -6.97340
C -1.74736 0.42624 -6.84658
C -1.04394 -0.66003 -6.35233
H 0.50779 -4.51716 -4.46814
H -0.43692 -3.75446 -5.75817
H -1.86325 -4.91928 -3.98016
H -2.26518 -3.19708 -4.20422
H -3.02041 -4.41764 -1.83912
H -1.87194 -4.08544 -0.53229
H -3.37218 -6.67822 -2.36968
H -2.58351 -9.01107 -2.52612
H -0.27617 -9.58222 -1.86061
H 1.24722 -7.82585 -1.03490
H 0.46764 -5.49410 -0.85623
H 1.23853 -2.44535 -6.26124
H 2.05333 -1.39647 -5.09930
H 1.94707 0.83053 -5.80632
H 0.70220 2.75811 -6.71314
H -1.66265 2.50073 -7.37949
H -2.77709 0.30880 -7.15570
H -1.53699 -1.62492 -6.29638
Cl -6.03538 6.59575 6.19608
C -4.94610 5.80013 5.12834
C -4.41509 6.48994 4.04497
C -3.53815 5.84196 3.19471
C -3.17585 4.51426 3.40760
C -2.22545 3.81999 2.47012
C -2.94780 3.19596 1.28088
N -2.01167 2.47892 0.42671
C -1.15486 3.06379 -0.41359
C -0.26643 2.15831 -0.91540
N -0.43957 0.93679 -0.26109
C -1.74028 1.03990 0.45475
O -1.25298 4.68180 1.90863
C -0.19282 4.96999 2.80458
C 0.96415 5.51947 2.03767
C 2.24115 5.51470 2.52069
Cl 2.71970 4.84264 4.03042
S 3.38420 6.16113 1.42421
C 2.15094 6.44376 0.27331
C 0.92254 6.06233 0.72311
C -3.73381 3.85723 4.49751
Cl -3.34176 2.17405 4.79332
C -4.61350 4.47454 5.36626
H -4.68805 7.52219 3.88042
H -3.10720 6.38090 2.36054
H -1.71584 3.01878 3.01704
H -3.42603 3.97671 0.68631
H -3.73164 2.51556 1.61332
H -1.23669 4.11051 -0.65831
H 0.47188 2.30409 -1.68534
H -1.47937 -0.64680 1.74091
H 0.11442 4.03262 3.28652
H -0.51708 5.64000 3.60939
H 2.39274 6.92601 -0.65970
H 0.01046 6.21236 0.16626
H -5.03073 3.93945 6.20655
```

Atomic partial charges in e from the Löwdin method, atoms 1 to 99: 1.000, -0.162, 0.456, -0.152, -0.169, -0.475, -0.413, 0.017, 0.020, -0.005, -0.087, -0.099, 0.760, -0.152, -0.016, -0.156, 0.046, 0.045, 0.008, 0.056, 0.030, 0.033, 0.055, -0.010, 0.026, 0.123, 0.136, 0.128, 0.095, 0.037, 0.025, 0.070, 0.092, 0.176, 0.039, 0.021, 0.036, 0.051, 0.785, -0.567, -0.062, -0.064, -0.052, -0.041, -0.074, -0.238, -0.034, -0.042, -0.045, -0.053, -0.041, -0.503, 0.727, -0.090, -0.246, -0.053, -0.053, -0.054, -0.054, -0.039, 0.159, 0.145, 0.144, 0.156, 0.147, 0.092, 0.123, 0.121, 0.121, 0.115, 0.097, 0.144, 0.116, 0.116, 0.116, 0.118, 0.116, 0.106, 0.744, -0.651, -0.069, -0.006, -0.203, -0.321, -0.038, -0.030, -0.019, -0.147, -0.191, -0.291, -0.116, -0.149, -0.333, -0.995, 0.703, 1.040, -0.383, -0.131, -0.558